Entry 1:
C4H14N3S | ωB97M-V with the def2-TZVPD basis set

Geometry as XYZ:
```
22
C4H14N3S | the Open Molecules 2025 dataset | ωB97M-V with the def2-TZVPD basis set
C 1.85 1.23 1.79
C 3.25 1.12 -0.80
S 3.54 1.29 1.04
H 2.01 1.13 2.73
H 1.24 2.17 1.64
H 1.43 0.54 1.20
H 3.10 0.01 -0.95
H 4.25 1.40 -1.13
H 2.52 1.71 -1.43
C -2.03 0.37 -1.77
C -1.49 -1.12 0.21
N -2.19 -0.04 -0.37
N -1.18 -2.21 -0.52
N -1.76 -1.16 1.70
H -2.58 0.72 0.13
H -0.96 -2.28 -1.44
H -0.98 -2.97 0.14
H -1.07 -1.65 2.33
H -2.71 -1.52 1.91
H -3.12 0.42 -2.08
H -1.48 -0.56 -2.48
H -1.63 1.38 -1.88
```

Output
**LUMO**: -4.47 eV
**Total energy**: -19671.4998 eV
**2S+1**: 1
**Orbital gap**: 6.4 eV
**Net charge**: +1

Entry 2:
C20H20N4O6Tc | ωB97M-V with the def2-TZVPD basis set

Geometry as XYZ:
```
51
C20H20N4O6Tc | the Open Molecules 2025 dataset | ωB97M-V with the def2-TZVPD basis set
C -1.49 0.94 1.72
C -1.48 -0.52 1.79
H -0.61 1.47 2.04
H -2.38 1.23 2.38
H -1.75 1.35 0.74
H -1.15 -1.22 0.94
H -0.74 -0.69 2.59
H -2.49 -0.89 2.08
C -0.17 2.58 -2.12
C 0.09 3.40 -3.21
C 0.28 2.85 -4.48
C 0.21 1.47 -4.61
H -0.32 2.93 -1.11
H 0.11 4.47 -3.03
H 0.47 3.48 -5.33
H 0.33 0.96 -5.57
N -0.25 1.23 -2.25
C -0.03 0.67 -3.48
C -0.14 -0.77 -3.50
N -0.40 -1.33 -2.28
C -0.56 -2.68 -2.18
C -0.27 -2.93 -4.55
C -0.52 -3.49 -3.30
H -0.74 -3.00 -1.16
H -0.70 -4.54 -3.14
C -0.07 -1.57 -4.66
H 0.11 -1.04 -5.61
H -0.23 -3.56 -5.43
Tc -0.68 -0.07 -0.78
C -2.68 -0.10 -1.08
H -3.00 -1.10 -1.43
H -2.98 0.59 -1.87
H -3.40 0.12 -0.27
O 3.42 -0.28 0.33
C 2.25 -0.13 0.63
O 1.22 -0.02 -0.21
C 1.95 -0.05 2.13
C 1.71 1.17 2.75
C 1.34 1.21 4.11
C 1.29 0.05 4.89
C 1.57 -1.15 4.26
C 1.93 -1.22 2.90
N 1.37 -2.39 4.97
O 1.04 -2.33 6.18
O 1.52 -3.46 4.35
N 0.84 2.45 4.64
O 0.71 3.41 3.85
O 0.55 2.50 5.85
H 1.77 2.09 2.17
H 0.99 0.09 5.93
H 2.17 -2.17 2.44
```

Output
**LUMO (spin up / spin down)**: -8.73 / -9.83 eV
**Total energy**: -41484.0314 eV
**2S+1**: 4
**<S²>**: 3.78
**Orbital gap (spin up / spin down)**: 6.7 / 5.5 eV
**Net charge**: +2

Entry 3:
C11H15N | ωB97M-V with the def2-TZVPD basis set

Geometry as XYZ:
```
27
C11H15N | the Open Molecules 2025 dataset | ωB97M-V with the def2-TZVPD basis set
C 3.04 -1.26 0.88
C 1.58 -1.23 1.21
C 1.07 -1.51 2.43
N -0.32 -1.47 2.38
C -0.70 -1.20 1.10
C -1.98 -1.22 0.52
C -2.09 -1.01 -0.83
C -0.93 -0.78 -1.60
C 0.32 -0.67 -1.02
C 0.46 -0.97 0.34
H 3.26 -1.10 -0.17
H 3.48 -2.21 1.17
H 3.57 -0.50 1.46
H 1.54 -1.87 3.33
H -0.94 -1.82 3.09
H -2.81 -1.54 1.14
H -3.05 -1.09 -1.32
H -1.01 -0.47 -2.64
H 1.14 -0.24 -1.58
C -0.80 4.60 -2.85
C -0.15 4.25 -1.51
H -0.08 4.90 -3.61
H -1.38 3.76 -3.25
H -1.50 5.44 -2.84
H -0.29 3.21 -1.23
H -0.60 4.79 -0.67
H 0.88 4.61 -1.54
```

Output
**SMILES**: Cc1c[nH]c2ccccc12.CC
**LUMO**: 0.94 eV
**Total energy**: -13140.2520 eV
**2S+1**: 1
**Orbital gap**: 8.8 eV